No. 1
Here is a molecular structure, C24H10Cl5N2O9SSc at a distorted geometry from the Open Molecules 2025 dataset. Energies are from ωB97M-V/def2-TZVPD.

Output
Energy above the lowest of the compared OMol25 structures with the same formula, charge and spin (kcal/mol): 2.32
Spin multiplicity: 1
Orbital gap (eV): 7.262
LUMO (Ha): 0.1468
Net charge: -2

The geometry in XYZ format:
```
52
C24H10Cl5N2O9SSc | the Open Molecules 2025 dataset | ωB97M-V/def2-TZVPD
Sc 0.34 0.03 -0.18
O 3.70 1.27 -0.01
S 2.94 0.10 0.37
O 3.70 -0.96 1.01
O 2.18 -0.46 -0.85
O 1.73 0.48 1.23
Cl -6.80 -1.99 -1.97
C -5.11 -1.68 -1.76
C -4.64 -0.38 -1.55
Cl -5.77 0.93 -1.50
C -3.29 -0.13 -1.39
Cl -2.71 1.48 -1.18
C -2.32 -1.17 -1.43
O -1.06 -0.97 -1.33
C -2.83 -2.47 -1.65
Cl -1.69 -3.76 -1.69
C -4.19 -2.72 -1.80
Cl -4.74 -4.34 -2.07
O -1.81 -1.01 3.26
C -1.08 -0.91 2.28
O -1.12 -0.04 1.34
C 0.00 -1.98 2.11
C 0.44 -2.72 3.24
C 1.38 -3.68 3.06
C 1.86 -3.95 1.75
C 2.81 -4.97 1.48
C 3.22 -5.20 0.20
C 2.72 -4.42 -0.86
C 1.81 -3.42 -0.62
C 1.37 -3.17 0.70
N 0.47 -2.17 0.91
H 0.01 -2.48 4.20
H 1.77 -4.25 3.90
H 3.19 -5.56 2.31
H 3.95 -5.98 0.00
H 3.06 -4.60 -1.87
H 1.43 -2.80 -1.42
O 0.96 3.86 0.49
C 1.14 3.29 -0.56
N 0.60 2.09 -0.98
C 0.96 1.86 -2.28
O 0.63 0.88 -2.93
C 1.84 2.98 -2.76
C 2.48 3.21 -3.96
C 3.24 4.37 -4.07
C 3.35 5.26 -3.00
C 2.70 5.01 -1.80
C 1.95 3.86 -1.70
H 2.39 2.50 -4.78
H 3.76 4.59 -5.00
H 3.96 6.15 -3.11
H 2.78 5.68 -0.95
```


No. 2
Here is a molecular structure, C24H12Cl5N5ORuSe3Te from the Open Molecules 2025 dataset. Energies are from ωB97M-V/def2-TZVPD.

Output
Energy above the lowest of the compared OMol25 structures with the same formula, charge and spin (kcal/mol): 11.99
Spin multiplicity: 2
Orbital gap (spin up / spin down) (eV): 5.857 / 5.377
LUMO (spin up / spin down) (Ha): 0.0629 / 0.0437
Net charge: -1

The geometry in XYZ format:
```
52
C24H12Cl5N5ORuSe3Te | the Open Molecules 2025 dataset | ωB97M-V/def2-TZVPD
Ru -0.11 0.32 -0.23
C 3.89 -0.08 -1.69
C 4.67 -0.43 -0.58
C 4.10 -0.37 0.66
C 2.75 0.00 0.81
N 1.98 0.26 -0.27
C 2.58 0.25 -1.49
N 2.34 0.15 2.12
C 1.12 0.35 2.49
N -0.04 0.35 1.77
C -1.10 0.65 2.58
N -2.34 0.78 2.30
C -2.90 0.59 1.04
C -4.29 0.74 1.01
C -4.99 0.48 -0.14
C -4.29 0.05 -1.26
C -2.92 -0.03 -1.18
N -2.21 0.24 -0.07
C -0.59 0.82 3.97
C -1.23 1.12 5.15
C -0.44 1.24 6.29
C 0.94 1.06 6.23
C 1.57 0.75 5.04
C 0.78 0.63 3.91
H 4.29 -0.08 -2.69
H 5.70 -0.72 -0.70
H 4.65 -0.58 1.56
H 1.93 0.53 -2.30
H -4.77 1.07 1.92
H -6.07 0.60 -0.17
H -4.78 -0.17 -2.20
H -2.32 -0.30 -2.04
H -2.30 1.28 5.18
H -0.91 1.49 7.24
H 1.52 1.16 7.14
H 2.65 0.61 4.97
Cl 0.37 -4.13 -6.40
C 0.20 -2.90 -5.20
C 0.25 -3.21 -3.85
Cl 0.47 -4.85 -3.36
C 0.11 -2.21 -2.89
Cl 0.15 -2.61 -1.21
C -0.08 -0.85 -3.23
O -0.20 0.10 -2.38
C -0.12 -0.57 -4.63
Cl -0.35 1.08 -5.07
C 0.02 -1.56 -5.58
Cl -0.04 -1.16 -7.26
Se 0.61 3.67 0.99
Se -1.11 4.77 1.80
Te -2.36 3.50 -1.45
Se -0.11 2.55 -1.08
```


No. 3
Here is a molecular structure, C24H12Cl5N5V at a distorted geometry from the Open Molecules 2025 dataset. Energies are from ωB97M-V/def2-TZVPD.

Output
Spin multiplicity: 1
Orbital gap (spin up / spin down) (eV): 5.006 / 5.018
LUMO (spin up / spin down) (Ha): -0.4627 / -0.4623
Net charge: +3

The geometry in XYZ format:
```
47
C24H12Cl5N5V | the Open Molecules 2025 dataset | ωB97M-V/def2-TZVPD
V -0.52 0.00 -0.92
C -1.74 -3.75 -2.38
C -1.32 -4.65 -1.40
C -0.84 -4.14 -0.22
C -0.74 -2.75 -0.03
N -1.05 -1.88 -1.04
C -1.59 -2.40 -2.15
N -0.44 -2.33 1.21
C -0.38 -1.13 1.64
N -0.47 0.00 0.80
C -0.38 1.13 1.64
N -0.44 2.33 1.21
C -0.74 2.75 -0.03
C -0.83 4.14 -0.21
C -1.32 4.65 -1.40
C -1.74 3.75 -2.38
C -1.59 2.40 -2.15
N -1.05 1.88 -1.04
C -0.26 0.71 3.01
C -0.21 1.43 4.20
C -0.18 0.70 5.39
C -0.18 -0.70 5.39
C -0.21 -1.43 4.20
C -0.26 -0.71 3.01
H -2.18 -4.10 -3.30
H -1.41 -5.72 -1.55
H -0.56 -4.77 0.61
H -1.93 -1.70 -2.91
H -0.56 4.77 0.61
H -1.41 5.72 -1.55
H -2.18 4.10 -3.30
H -1.93 1.70 -2.91
H -0.20 2.51 4.21
H -0.15 1.22 6.33
H -0.15 -1.22 6.33
H -0.20 -2.51 4.21
Cl -0.07 0.00 -3.48
C 1.45 0.00 -2.70
C 1.37 0.00 -1.30
C 2.57 0.00 -0.58
Cl 2.49 0.00 1.12
C 3.81 0.00 -1.23
Cl 5.26 0.00 -0.33
C 3.85 0.00 -2.65
Cl 5.33 0.00 -3.45
C 2.64 0.00 -3.40
Cl 2.67 0.00 -5.10
```


DFT total energy per entry: -5167.59550, -11139.18495, -4439.44643 Eh